{
  "formula": "C3H2FMnO3",
  "method": "ωB97M-V/def2-TZVPD",
  "species": ["H", "C", "C", "Mn", "F", "O", "O", "O", "C", "H"],
  "xyz": [[-0.216186, 1.648228, -1.806193], [0.503563, 1.140637, 0.377472], [-0.228522, -0.960294, 0.108325], [-0.525967, -3.750487, 1.122666], [1.747482, 1.513217, 0.242629], [0.389825, -0.161401, 0.918666], [-0.526912, -2.100565, 0.212497], [-0.639829, -0.211493, -1.046828], [-0.246440, 0.985038, -0.932232], [-0.257014, 1.897120, 0.802999]],
  "forces_ev_per_a": [[-0.77, 0.32, 0.10], [-1.78, 2.46, -1.40], [0.55, 3.87, 0.03], [-0.13, -2.06, 0.86], [-0.39, -0.02, 0.38], [-0.33, -1.62, 0.19], [-0.26, -0.75, -0.30], [-0.76, -0.57, -0.19], [2.50, -1.02, -0.78], [1.36, -0.61, 1.11]],
  "gap_ev": [10.3762, 9.9401],
  "spin_multiplicity": 6,
  "charge": 3
}



{
  "formula": "C7H12NO5P",
  "method": "ωB97M-V/def2-TZVPD",
  "species": ["C", "H", "C", "H", "N", "C", "H", "H", "O", "P", "C", "H", "H", "O", "C", "C", "H", "H", "H", "C", "H", "O", "H", "H", "O", "O"],
  "xyz": [[-0.106177, -0.969853, -1.270981], [-0.875130, -2.871004, -0.673067], [3.070108, 0.075647, 0.124097], [-1.895004, 0.824859, -1.562028], [1.082913, -0.452541, -1.055310], [0.429615, -2.308143, 0.781611], [-0.639387, -0.904723, -2.179662], [-1.170320, 1.057256, 0.933331], [3.735358, 0.038560, 1.175269], [-2.310543, 2.685253, -0.474754], [1.567440, -0.342979, 0.158312], [-1.041525, 2.569451, 1.405137], [0.163972, -0.465368, 1.793596], [3.446634, 0.353957, -1.040127], [0.974862, -0.974627, 1.298161], [-0.619167, -1.883106, -0.153959], [1.316895, 0.123106, -1.835007], [-0.038078, -2.856221, 1.601152], [1.762948, -0.980708, 2.151189], [-0.872752, 1.945326, 0.476966], [1.207658, -2.939525, 0.345449], [-1.991904, 1.753284, -1.940754], [0.138021, 1.971784, 0.155892], [-1.522345, -1.634658, 0.357677], [-3.593685, 2.021435, 0.119347], [-2.220406, 4.163539, -0.691537]],
  "forces_ev_per_a": [[-1.74, -1.96, 1.84], [-0.26, 0.96, 0.25], [-1.11, -0.43, -0.46], [-0.14, 1.68, -0.71], [-2.83, 0.60, 0.35], [0.53, 0.16, 2.06], [0.02, 0.21, -0.94], [-0.42, -2.08, -0.14], [0.01, 0.04, 0.40], [-1.22, -3.34, -0.32], [4.35, 2.01, -0.61], [0.94, 0.01, -0.60], [-0.70, 0.52, -0.21], [0.65, 0.41, -0.21], [1.47, -0.97, 2.45], [-0.65, -2.48, -3.53], [1.87, 0.42, -0.03], [0.05, -0.30, 0.06], [-0.87, -0.41, -1.62], [-2.20, 3.21, 1.61], [-0.01, 0.21, -0.11], [-0.30, -0.05, 1.64], [0.71, 0.13, -0.48], [-0.60, 0.79, 0.34], [2.26, 1.50, -0.84], [0.19, -0.84, -0.20]],
  "gap_ev": 5.9622,
  "charge": -2
}



{
  "formula": "CH3ClN2O2",
  "method": "ωB97M-V/def2-TZVPD",
  "species": ["O", "N", "C", "Cl", "N", "O", "H", "H", "H"],
  "xyz": [[-2.177792, 1.863272, 2.815055], [-1.379364, 0.722079, 1.496416], [0.249127, 0.157965, -0.011870], [-3.435679, 1.606542, 3.981003], [-0.486317, 1.150518, 0.809109], [-1.923922, -0.318384, 1.495196], [0.390013, -0.791333, 0.658172], [1.191514, 0.724503, -0.292717], [-0.479309, -0.152482, -0.851059]],
  "forces_ev_per_a": [[0.55, 0.81, -0.12], [-0.47, -0.73, -0.41], [-0.71, -0.85, 0.51], [1.59, -0.68, -1.97], [-0.07, 2.04, 1.59], [-1.24, -1.55, 0.78], [0.13, 1.71, -1.29], [-1.25, -1.31, -0.03], [1.48, 0.56, 0.93]],
  "gap_ev": [7.7610, 7.7741]
}



{
  "formula": "C2HF4P",
  "method": "ωB97M-V/def2-TZVPD",
  "species": ["H", "C", "F", "F", "P", "F", "C", "F"],
  "xyz": [[-0.586801, 2.399180, 0.579456], [0.018577, 1.416783, 0.292473], [1.111604, 1.501764, -0.388736], [0.273869, 0.765441, 1.412017], [-0.896780, -1.883694, -1.546175], [-0.762726, 0.668530, -0.493677], [0.007121, -2.243408, -0.352867], [0.835136, -2.624596, 0.497508]],
  "forces_ev_per_a": [[1.78, -1.67, -0.90], [-2.77, 1.35, 0.48], [2.03, 1.31, -0.52], [0.09, -0.50, 0.83], [0.14, -0.38, 0.42], [-1.15, 0.14, 0.28], [-1.19, 0.13, -2.12], [1.08, -0.36, 1.53]],
  "gap_ev": 10.4256,
  "smiles": "FC(F)F.FC#P"
}



{
  "formula": "C4H10N2",
  "method": "ωB97M-V/def2-TZVPD",
  "species": ["N", "H", "H", "H", "N", "C", "C", "H", "H", "C", "H", "H", "H", "C", "H", "H"],
  "xyz": [[2.643463, 0.777984, 0.053608], [0.960016, 1.810973, 0.753749], [0.506845, -0.318824, 1.774780], [0.744759, 1.065982, -0.835517], [-1.283043, -0.634220, -1.039528], [1.210993, 0.925100, 0.151609], [-2.385435, -1.107772, -1.404038], [-1.646608, -0.742295, 1.016697], [3.244926, 1.576086, 0.158765], [-1.060154, -0.162708, 0.297568], [-1.386610, 0.867989, 0.491518], [2.977970, -0.001195, 0.598444], [-3.268927, -0.929859, -0.781146], [0.400186, -0.250178, 0.683754], [0.811756, -1.233158, 0.423615], [-2.470143, -1.643906, -2.343885]],
  "forces_ev_per_a": [[0.15, -1.29, -0.18], [-0.19, -0.10, -0.07], [-0.32, 0.40, 0.09], [0.48, 0.38, -0.10], [0.94, -0.56, -0.74], [-0.87, 0.70, -0.53], [-0.20, 0.70, 0.61], [-0.07, -0.20, -0.05], [-0.37, 0.21, 0.17], [-0.43, 0.36, 1.04], [-0.06, 0.08, -0.56], [0.19, 0.11, 0.06], [-0.28, -0.57, -0.03], [1.15, -0.70, 1.16], [-0.02, 0.22, -0.73], [-0.10, 0.26, -0.14]],
  "gap_ev": 9.9783,
  "smiles": "C=NCCCN"
}



We obtain energy relative to the best compared isomer or geometry (same formula, charge and spin) values of 0.000, 1.058, 5.402, 2.747, 1.591 eV for the records listed above, in that order.